{
  "formula": "C2H9N3",
  "method": "ωB97M-V/def2-TZVPD",
  "charge": 1,
  "homo_ha": [-0.549, -0.483],
  "homo_lumo_gap_ha": [0.4308, 0.1542],
  "e_above_lowest_kcal_mol": 12.46,
  "e_tot_ev": -6680.59940,
  "multiplicity": 2,
  "symbols": ["N", "N", "N", "C", "C", "H", "H", "H", "H", "H", "H", "H", "H", "H"],
  "positions_angstrom": [[-0.74987, -1.58580, -0.91012], [1.69369, 0.23078, 1.20697], [-1.79233, 0.46960, -0.62412], [1.74722, 1.30092, 0.22877], [-1.36186, -0.73370, -0.15810], [-1.59621, -0.96692, 0.88297], [1.75858, 0.50649, 2.17765], [1.03350, 2.08334, 0.49562], [2.13940, -0.65503, 1.00850], [-1.52429, 1.27708, -0.08913], [1.43249, 0.94800, -0.74954], [2.75269, 1.71955, 0.24337], [-0.34748, -2.33215, -0.34492], [-1.73071, 0.47999, -1.63777]],
  "atomic_forces_ev_per_a": [[0.08, 0.55, 0.01], [-0.03, 0.38, -0.46], [0.45, -1.23, -0.72], [-0.85, -0.49, 0.39], [0.26, -0.35, 0.94], [0.20, 0.33, 0.10], [-0.18, -0.07, 0.14], [0.21, 0.07, 0.30], [-0.04, -0.04, -0.19], [-0.60, 0.36, 0.04], [0.48, -0.21, -0.12], [0.21, 0.20, -0.31], [-0.37, -0.23, -0.16], [0.17, 0.72, 0.04]],
  "nbo_charge": [-0.53, -0.49, -0.71, -0.46, 0.27, 0.18, 0.40, 0.23, 0.41, 0.41, 0.24, 0.27, 0.36, 0.42]
}

=====

{
  "formula": "C2H9N3O",
  "method": "ωB97M-V/def2-TZVPD",
  "charge": -1,
  "homo_ha": [0.056, -0.114],
  "homo_lumo_gap_ha": [0.1053, 0.2690],
  "e_above_lowest_kcal_mol": 37.46,
  "e_tot_ev": -8734.98840,
  "multiplicity": 2,
  "symbols": ["O", "N", "N", "N", "C", "C", "H", "H", "H", "H", "H", "H", "H", "H", "H"],
  "positions_angstrom": [[0.92257, 0.66288, 0.49955], [-0.61658, -1.76040, 0.71869], [-1.64550, 0.27295, 0.80212], [1.85103, 0.50228, -1.74563], [1.07924, 1.30809, -0.73680], [-1.79873, -1.05060, 0.80103], [-2.54853, 0.83062, 0.64842], [0.00462, 0.84689, 0.80611], [1.59086, 2.28372, -0.54142], [1.93572, -0.47339, -1.69967], [-0.65643, -2.75892, 0.80701], [0.12332, 1.53381, -1.16873], [1.85667, 0.90715, -2.64145], [0.14139, -1.38289, 0.24585], [-2.63388, -1.73873, 0.73588]],
  "atomic_forces_ev_per_a": [[1.63, 0.41, -1.01], [-0.16, -1.80, 1.32], [-2.10, 3.00, -0.28], [0.28, 1.96, 2.03], [0.84, -0.40, 0.16], [-0.40, -1.13, 0.05], [1.63, -1.44, 0.39], [-1.10, -0.77, -0.08], [0.11, -0.53, -0.52], [-0.45, -1.10, 0.30], [0.04, 0.07, -0.15], [-0.88, 0.11, -0.07], [-0.14, 0.18, -1.02], [1.59, 0.79, -1.06], [-0.92, 0.64, -0.08]],
  "nbo_charge": [-0.80, -0.88, -1.03, -0.93, 0.11, -0.03, 0.31, 0.52, 0.11, 0.36, 0.34, 0.14, 0.35, 0.35, 0.08]
}

=====

{
  "formula": "C2H9N3O",
  "method": "ωB97M-V/def2-TZVPD",
  "homo_ha": -0.333,
  "smiles": "[H]/N=C(\\N)NC.O",
  "homo_lumo_gap_ha": 0.3605,
  "e_above_lowest_kcal_mol": 14.32,
  "e_tot_ev": -8737.81882,
  "symbols": ["O", "N", "N", "N", "C", "C", "H", "H", "H", "H", "H", "H", "H", "H", "H"],
  "positions_angstrom": [[-2.75144, 0.29076, -0.95809], [0.61552, 0.02432, 0.98644], [0.14952, -0.13831, -1.29875], [2.34177, 0.19177, -0.54143], [0.98584, -0.04046, -0.33113], [-0.71346, -0.39401, 1.38783], [2.99499, 0.07908, 0.20676], [0.52478, 0.23405, -2.15774], [-1.44819, 0.35953, 1.13122], [2.65461, -0.06705, -1.46094], [-0.71804, -0.51813, 2.47485], [-1.01088, -1.37434, 1.00968], [-3.02856, 1.14425, -0.63148], [-1.92892, 0.53331, -1.41719], [1.33245, -0.32477, 1.59998]],
  "atomic_forces_ev_per_a": [[0.11, 0.35, -0.40], [0.20, -0.87, 0.04], [-0.66, 0.39, 0.63], [-0.40, 0.05, -0.25], [0.39, 0.90, -0.69], [-0.24, -0.26, 0.72], [0.18, -0.04, 0.15], [0.42, -0.44, -0.30], [-0.07, -0.16, -0.19], [0.21, -0.06, 0.15], [0.12, 0.29, -0.05], [-0.01, 0.21, -0.45], [-0.50, 0.30, 0.24], [0.18, -0.74, 0.24], [0.09, 0.06, 0.15]],
  "nbo_charge": [-0.95, -0.60, -0.83, -0.84, 0.60, -0.41, 0.38, 0.34, 0.22, 0.39, 0.19, 0.20, 0.45, 0.49, 0.37]
}

=====

{
  "formula": "C2H9N3O",
  "method": "ωB97M-V/def2-TZVPD",
  "homo_ha": -0.350,
  "smiles": "NC(N)[C@H](N)O",
  "homo_lumo_gap_ha": 0.3856,
  "e_above_lowest_kcal_mol": 30.28,
  "e_tot_ev": -8737.12664,
  "symbols": ["O", "N", "N", "N", "C", "C", "H", "H", "H", "H", "H", "H", "H", "H", "H"],
  "positions_angstrom": [[1.90182, 0.66064, -0.19829], [-1.73902, 0.35753, -0.67096], [-0.64798, 0.07447, 1.38774], [0.84255, -1.58732, -0.32859], [0.66120, -0.25279, -0.71846], [-0.47738, 0.49426, 0.00640], [2.07605, 1.40838, -0.79039], [-1.47228, 0.47906, 1.82268], [0.01093, 1.51681, -0.01621], [1.81465, -1.85320, -0.44475], [-2.45560, 0.71553, -0.04768], [-1.92584, -0.63993, -0.78317], [0.66998, -0.11600, -1.79914], [0.59878, -1.68843, 0.65689], [0.14214, 0.43098, 1.92392]],
  "atomic_forces_ev_per_a": [[-0.78, -1.68, -0.54], [-0.07, 0.01, -0.41], [1.08, -0.24, 0.71], [0.22, 0.28, 0.42], [1.65, 1.81, 1.26], [0.46, 0.88, -0.29], [-0.34, -0.43, -0.07], [0.06, -0.02, -0.37], [-1.65, -0.56, -0.20], [-0.16, -0.15, -0.20], [-0.16, 0.02, -0.30], [-0.03, 0.24, 0.01], [-0.22, 0.03, 0.12], [-0.01, 0.00, -0.21], [-0.05, -0.20, 0.07]],
  "nbo_charge": [-0.83, -0.82, -0.87, -0.83, 0.25, 0.08, 0.46, 0.36, 0.18, 0.38, 0.35, 0.36, 0.18, 0.39, 0.37]
}

=====

{
  "formula": "C2H9N3O",
  "method": "ωB97M-V/def2-TZVPD",
  "homo_ha": -0.285,
  "homo_lumo_gap_ha": 0.3125,
  "e_above_lowest_kcal_mol": 116.47,
  "e_tot_ev": -8733.38904,
  "symbols": ["O", "N", "N", "N", "C", "C", "H", "H", "H", "H", "H", "H", "H", "H", "H"],
  "positions_angstrom": [[1.07199, 1.07448, -0.93413], [1.06580, -1.33360, 1.76391], [0.70610, 0.60301, -2.23519], [0.33825, -0.65753, 0.80324], [-0.88201, -0.26705, 1.00098], [-1.48897, 0.59689, 0.00172], [0.60539, -1.37354, 2.66803], [0.74955, 1.41721, -2.84664], [1.31355, -2.25966, 1.44072], [-1.40897, 0.16936, -1.00151], [0.91565, 0.11528, -0.11310], [-1.26369, -0.25135, 2.02431], [-0.62938, 1.38380, -0.23874], [-2.53519, 0.81480, 0.21370], [1.44192, -0.03211, -2.54729]],
  "atomic_forces_ev_per_a": [[0.50, -1.40, 1.18], [0.34, 0.26, 0.49], [-0.23, -0.35, 0.25], [-1.30, -0.45, -0.10], [2.05, 0.67, 0.56], [0.93, 0.73, -1.30], [-0.15, -0.09, -0.12], [0.09, -0.10, 0.23], [-0.01, 0.12, -0.07], [-0.27, -0.46, 0.01], [-0.02, 1.47, -1.91], [-0.32, -0.76, -0.07], [-1.95, -0.51, 0.74], [0.37, 0.62, 0.06], [0.00, 0.26, 0.04]],
  "nbo_charge": [-0.70, -0.64, -0.57, -0.31, 0.16, -0.78, 0.34, 0.34, 0.37, 0.27, 0.46, 0.17, 0.34, 0.23, 0.32]
}

=====

{
  "formula": "C2H9N3O",
  "method": "ωB97M-V/def2-TZVPD",
  "homo_ha": [-0.288, -0.251],
  "homo_lumo_gap_ha": [0.3302, 0.2889],
  "e_above_lowest_kcal_mol": 145.89,
  "e_tot_ev": -8732.11310,
  "symbols": ["O", "N", "N", "N", "C", "C", "H", "H", "H", "H", "H", "H", "H", "H", "H"],
  "positions_angstrom": [[0.91460, -0.72873, -0.71378], [-0.64375, -0.56519, 0.68625], [-1.86862, -0.74154, 0.27478], [1.72920, 0.34708, -0.57856], [-2.47066, 0.41111, -0.47342], [2.77196, 0.21289, 0.42739], [-0.42889, -1.39587, 1.14470], [3.41016, 1.03711, 0.24770], [-2.26457, -1.70936, -0.02718], [-1.73474, 1.08112, -0.89410], [2.25284, 0.16794, 1.38110], [3.35383, -0.65779, 0.18199], [-3.02259, 1.08097, 0.25440], [-3.16958, 0.16214, -1.22191], [1.17080, 1.29810, -0.68937]],
  "atomic_forces_ev_per_a": [[1.25, 1.76, -0.18], [-0.08, 1.62, 0.24], [-2.76, -0.54, -2.62], [-2.73, 0.10, -1.36], [0.15, 0.84, 2.64], [-1.65, 0.01, -0.76], [1.10, -1.84, 1.02], [0.71, 1.12, 0.56], [1.24, 2.12, 0.69], [0.60, -0.33, -0.21], [0.71, 0.02, 0.52], [-0.03, -0.59, 0.19], [0.45, -0.84, -0.53], [-0.65, -0.86, -0.84], [1.71, -2.59, 0.63]],
  "nbo_charge": [-0.37, -0.36, -0.37, -0.25, -0.43, -0.44, 0.32, 0.20, 0.35, 0.21, 0.20, 0.21, 0.19, 0.20, 0.34]
}

=====

{
  "formula": "C2H9N3O",
  "method": "ωB97M-V/def2-TZVPD",
  "homo_ha": -0.309,
  "smiles": "[H]/N=C/N.NCO",
  "homo_lumo_gap_ha": 0.3403,
  "e_above_lowest_kcal_mol": 35.16,
  "e_tot_ev": -8736.91491,
  "symbols": ["O", "N", "N", "N", "C", "C", "H", "H", "H", "H", "H", "H", "H", "H", "H"],
  "positions_angstrom": [[0.84221, -1.36286, 0.50618], [-1.15480, -0.57221, -1.12263], [-1.43389, 0.67807, 0.83630], [1.52415, 0.64884, -0.60118], [-1.89235, 0.10856, -0.30979], [1.73434, -0.27291, 0.48641], [0.00427, -1.23688, -0.03309], [-1.77772, -0.79343, -1.89306], [2.79142, -0.57443, 0.51557], [-2.93307, 0.36730, -0.50456], [1.58541, 0.13526, 1.52405], [2.22329, 1.36276, -0.62410], [1.10046, 0.24008, -1.41255], [-0.50144, 0.38243, 1.08555], [-2.11230, 0.88943, 1.54692]],
  "atomic_forces_ev_per_a": [[-0.17, -0.63, -0.62], [-1.49, 0.50, 0.35], [-0.02, -0.54, -0.62], [-0.80, -0.02, 1.47], [0.29, 0.52, 0.07], [-0.16, -0.08, 1.31], [1.42, 0.17, -0.04], [0.41, -0.37, -0.27], [-0.23, -0.80, -0.17], [-0.09, -0.19, -0.13], [0.20, 0.88, -0.80], [0.10, 0.06, -0.76], [0.38, 0.22, -0.33], [-0.04, 0.25, 0.46], [0.22, 0.03, 0.08]],
  "nbo_charge": [-0.79, -0.78, -0.80, -0.91, 0.31, 0.12, 0.50, 0.36, 0.14, 0.15, 0.11, 0.38, 0.40, 0.41, 0.39]
}

=====

{
  "formula": "C2H9N3O2",
  "method": "ωB97M-V/def2-TZVPD",
  "homo_ha": -0.345,
  "smiles": "C[C@@]([NH3+])([O-])O.[H]/N=N/[H]",
  "homo_lumo_gap_ha": 0.3642,
  "e_above_lowest_kcal_mol": 75.79,
  "e_tot_ev": -10782.75580,
  "symbols": ["O", "O", "N", "N", "N", "C", "C", "H", "H", "H", "H", "H", "H", "H", "H", "H"],
  "positions_angstrom": [[-2.25298, -0.49202, 0.00531], [-0.48516, 0.17447, -1.28059], [2.26353, -0.93714, -0.60136], [3.32785, -1.24951, -1.14323], [-0.25570, -0.63266, 1.15311], [-1.22464, 0.28575, -0.09741], [-1.29677, 1.73339, 0.32841], [0.63630, -0.98733, 0.80515], [-1.80579, 1.81210, 1.28878], [-0.29385, 2.15680, 0.39505], [-1.24588, -1.19764, 1.00024], [-0.89164, -0.55567, -1.76900], [3.82138, -1.91713, -0.52533], [-1.87048, 2.28493, -0.41660], [1.74668, -0.27938, -1.20799], [-0.17285, -0.19896, 2.06547]],
  "atomic_forces_ev_per_a": [[0.51, 1.10, -0.61], [0.13, 0.03, 0.29], [0.24, -0.16, 0.02], [-0.24, 0.13, 0.00], [-1.82, -0.49, -0.48], [-1.59, -0.82, -0.42], [0.34, -0.15, 0.27], [-0.21, -0.24, 0.20], [0.06, -0.03, -0.05], [-0.08, 0.11, -0.01], [2.65, 0.69, 0.67], [-0.08, -0.02, 0.18], [-0.18, 0.12, 0.00], [0.03, -0.10, -0.02], [0.19, -0.07, -0.04], [0.05, -0.10, 0.00]],
  "nbo_charge": [-0.83, -0.76, -0.35, -0.28, -0.96, 0.77, -0.68, 0.42, 0.22, 0.21, 0.48, 0.50, 0.30, 0.24, 0.34, 0.39]
}

=====

Please write out number 8 again, unchanged.
{
  "formula": "C2H9N3O2",
  "method": "ωB97M-V/def2-TZVPD",
  "homo_ha": -0.345,
  "smiles": "C[C@@]([NH3+])([O-])O.[H]/N=N/[H]",
  "homo_lumo_gap_ha": 0.3642,
  "e_above_lowest_kcal_mol": 75.79,
  "e_tot_ev": -10782.75580,
  "symbols": ["O", "O", "N", "N", "N", "C", "C", "H", "H", "H", "H", "H", "H", "H", "H", "H"],
  "positions_angstrom": [[-2.25298, -0.49202, 0.00531], [-0.48516, 0.17447, -1.28059], [2.26353, -0.93714, -0.60136], [3.32785, -1.24951, -1.14323], [-0.25570, -0.63266, 1.15311], [-1.22464, 0.28575, -0.09741], [-1.29677, 1.73339, 0.32841], [0.63630, -0.98733, 0.80515], [-1.80579, 1.81210, 1.28878], [-0.29385, 2.15680, 0.39505], [-1.24588, -1.19764, 1.00024], [-0.89164, -0.55567, -1.76900], [3.82138, -1.91713, -0.52533], [-1.87048, 2.28493, -0.41660], [1.74668, -0.27938, -1.20799], [-0.17285, -0.19896, 2.06547]],
  "atomic_forces_ev_per_a": [[0.51, 1.10, -0.61], [0.13, 0.03, 0.29], [0.24, -0.16, 0.02], [-0.24, 0.13, 0.00], [-1.82, -0.49, -0.48], [-1.59, -0.82, -0.42], [0.34, -0.15, 0.27], [-0.21, -0.24, 0.20], [0.06, -0.03, -0.05], [-0.08, 0.11, -0.01], [2.65, 0.69, 0.67], [-0.08, -0.02, 0.18], [-0.18, 0.12, 0.00], [0.03, -0.10, -0.02], [0.19, -0.07, -0.04], [0.05, -0.10, 0.00]],
  "nbo_charge": [-0.83, -0.76, -0.35, -0.28, -0.96, 0.77, -0.68, 0.42, 0.22, 0.21, 0.48, 0.50, 0.30, 0.24, 0.34, 0.39]
}

=====

Q: Number 7 is which compound?
A: C2H9N3O